A molecular structure, C32H25CaCl3N7O5S at a distorted geometry, computed with ωB97M-V/def2-TZVPD.

```
74
Properties=species:S:1:pos:R:3:mulliken_charge:R:1
Ca 0.02189 -0.30008 -0.29125 1.64
O 0.14191 4.04650 -1.57096 -0.75
C 0.32373 2.90877 -1.11845 -0.13
N -0.62411 2.04494 -0.70040 0.26
C -2.04806 2.66591 -0.89174 -1.54
C -3.40833 1.86808 -1.19131 0.56
C -4.63066 2.20435 -0.75518 -0.52
C -5.76865 1.37639 -1.11713 -0.45
C -5.63159 0.10997 -1.53747 -0.79
C -4.30358 -0.52984 -1.58882 -0.50
N -3.17927 0.59163 -1.93295 -0.12
C 1.74896 2.47763 -0.85481 0.25
C 2.29742 2.72507 0.40220 -0.52
C 3.60656 2.36162 0.64858 -0.41
C 4.33262 1.77041 -0.37483 -0.59
C 3.71557 1.60679 -1.60261 -0.22
N 2.45457 1.95601 -1.85530 -0.19
H -1.95165 3.35822 -1.73073 0.67
H -2.26706 3.25885 -0.00140 0.33
H -4.77578 3.12745 -0.21102 0.45
H -6.75569 1.82049 -1.07934 0.40
H -6.48353 -0.47297 -1.86108 0.42
H -4.11393 -1.35686 -2.25680 0.51
H 1.69380 3.20637 1.16117 0.47
H 4.05364 2.52197 1.62160 0.40
H 5.35430 1.44759 -0.22805 0.41
H 4.25863 1.16043 -2.43048 0.37
O 3.61096 -0.95296 2.80733 -0.76
C 3.71800 -2.18086 2.25687 0.51
C 4.52354 -3.11422 2.90721 -0.73
C 4.62296 -4.40221 2.42046 -0.29
C 3.92501 -4.78459 1.27813 -0.89
C 3.16809 -3.84593 0.60478 -0.41
C 3.07479 -2.53369 1.06170 0.02
C 2.32277 -1.50667 0.29831 1.46
O 1.89641 -0.45634 0.90846 -0.43
N 2.27475 -1.75210 -1.02394 -1.03
N 1.44504 -0.97163 -1.87226 0.10
C 1.72836 -0.74816 -3.08632 -1.43
C 0.82540 0.02062 -3.94858 1.31
C 1.34385 0.62429 -5.08833 -0.83
C 0.51589 1.43327 -5.84480 -0.32
C -0.79852 1.58935 -5.44291 -0.89
C -1.23448 0.91197 -4.31131 -0.14
N -0.44771 0.13907 -3.57003 -0.07
H 2.92764 -0.47697 2.28908 0.27
H 5.03687 -2.80978 3.80986 0.43
H 5.24276 -5.12136 2.94262 0.37
H 3.97500 -5.80437 0.92010 0.38
H 2.62997 -4.10551 -0.29611 0.41
H 2.68967 -1.07004 -3.49263 0.37
H 2.38557 0.48440 -5.34592 0.35
H 0.89181 1.93640 -6.72642 0.42
H -1.48202 2.22627 -5.98758 0.40
H -2.25928 0.98880 -3.97476 0.57
Cl -2.06911 -0.43561 1.38403 -0.44
C -1.31360 -1.85666 1.60816 0.85
Cl -1.14320 -3.05630 0.21769 -0.09
Cl -4.34237 -2.78260 2.90985 -0.32
C -0.59976 -2.33401 2.81686 -0.18
O -1.27123 -2.00209 3.93773 -0.44
O 0.45609 -2.90636 2.84558 -0.56
S -3.05830 -0.14494 -0.38155 0.47
C -1.54687 0.67592 2.21687 0.52
N -1.05500 1.57908 3.07029 -0.03
C -1.57939 1.36059 4.36876 -0.88
C -2.21110 0.25335 4.79681 -0.16
C -2.63746 -1.13765 4.27508 -0.66
C -3.84927 -1.06419 3.37854 0.01
H -0.27300 2.17413 2.85531 0.24
H -1.39516 2.17049 5.06355 0.43
H -2.47999 0.34709 5.84374 0.30
H -2.94121 -1.70236 5.15180 0.51
H -3.30491 -0.81060 2.49645 -0.16
```

The molar mass comes out at 766.10 g/mol. The orbital gap (spin up / spin down) comes out at 0.195 / 0.192 hartree. Its total charge is -1. The electronic energy comes out at -121082.8383 eV. The calculation puts the HOMO energy (spin up / spin down) at -4.3 / -4.2 eV. The calculation puts the LUMO energy (spin up / spin down) at 1.02 / 1.08 eV. The multiplicity is 1.